[1]
{"formula": "C4H7N2", "method": "the ωB97M-V functional and the def2-TZVPD basis", "charge": 1, "homo_ha": -0.5107, "smiles": "Cc1c[nH]c[nH+]1", "e_above_lowest_ev": 1.533, "species": ["C", "C", "C", "N", "C", "N", "H", "H", "H", "H", "H", "H", "H"], "positions_angstrom": [[-1.7136, 0.8043, 0.9799], [-0.5607, 0.1763, 0.3751], [0.3106, -0.8750, 0.7297], [1.2552, -1.0256, -0.2319], [0.9866, -0.0503, -1.1552], [-0.0431, 0.7536, -0.8164], [-1.2622, 1.6692, 1.7439], [-2.3238, 0.0416, 1.4577], [-2.5241, 1.1649, 0.2001], [0.3019, -1.2392, 1.8101], [2.1665, -1.5643, -0.0238], [1.4843, -0.0688, -2.0930], [-0.4651, 1.5690, -1.3345]], "nbo_charge": [-0.690, 0.151, -0.070, -0.476, 0.265, -0.469, 0.270, 0.268, 0.261, 0.275, 0.490, 0.245, 0.481]}

[2]
{"formula": "C4H7N2", "method": "the ωB97M-V functional and the def2-TZVPD basis", "charge": 1, "homo_ha": [-0.5401, -0.5404], "e_above_lowest_ev": 8.945, "species": ["C", "C", "C", "C", "N", "N", "H", "H", "H", "H", "H", "H", "H"], "positions_angstrom": [[-0.3997, -0.5540, 0.2989], [0.2244, -2.1767, -0.9134], [-1.0467, -1.6232, -0.3893], [0.6367, 2.0594, 0.7074], [0.4054, -0.7866, -0.6429], [-0.5950, 1.5106, 0.5662], [0.8569, -2.6861, -0.3322], [0.2208, -2.5519, -1.8937], [-2.0361, -1.6660, -1.0052], [1.2616, 1.7949, -0.1228], [0.5831, 3.1677, 0.6159], [1.0154, 1.8306, 1.6134], [-1.1268, 1.6814, 1.4976]], "nbo_charge": [0.344, -0.244, 0.023, -0.488, -0.203, -0.333, 0.244, 0.249, 0.288, 0.228, 0.298, 0.209, 0.386]}

[3]
{"formula": "C4H7N2", "method": "the ωB97M-V functional and the def2-TZVPD basis", "charge": 1, "homo_ha": -0.5351, "smiles": "C1=NC12C[NH2+]C2", "e_above_lowest_ev": 5.287, "species": ["C", "C", "C", "C", "N", "N", "H", "H", "H", "H", "H", "H", "H"], "positions_angstrom": [[2.5422, -0.1559, -0.5895], [-0.2489, -1.1599, 0.2350], [0.0927, 1.0889, 0.2741], [1.1905, 0.0198, -0.0619], [2.4271, -0.1336, 0.6751], [-1.0408, 0.1006, 0.2842], [3.2704, 0.0632, -1.3034], [-0.6029, -1.6561, -0.6417], [-0.1021, -1.5873, 1.2352], [0.0890, 1.5680, 1.3345], [-0.1642, 1.7764, -0.5269], [-1.5297, 0.0237, -0.5835], [-1.7289, 0.0822, 0.9882]], "nbo_charge": [0.119, -0.266, -0.242, 0.036, -0.233, -0.506, 0.250, 0.225, 0.248, 0.261, 0.241, 0.429, 0.437]}

[4]
{"formula": "C4H7N2O", "method": "the ωB97M-V functional and the def2-TZVPD basis", "charge": 1, "homo_ha": -0.4665, "smiles": "[NH2+]=CNCC1=CO1", "e_above_lowest_ev": 4.669, "species": ["C", "C", "C", "C", "N", "N", "O", "H", "H", "H", "H", "H", "H", "H"], "positions_angstrom": [[-1.7262, 0.4338, -0.0882], [0.2524, -1.2130, 0.0985], [1.4071, -0.3334, 0.0867], [2.6684, 0.0668, 0.0413], [-1.1501, -0.7223, -0.0779], [-1.0757, 1.5639, 0.2063], [1.5308, 1.0671, -0.3990], [-2.8141, 0.4941, -0.3642], [0.2909, -2.0326, -0.7141], [0.2824, -1.8781, 1.0774], [-0.0512, 1.5498, 0.2024], [3.6969, 0.1070, 0.0817], [-1.6686, -1.5381, -0.3223], [-1.6430, 2.4349, 0.1714]], "nbo_charge": [0.389, -0.314, 0.200, 0.136, -0.504, -0.726, -0.573, 0.249, 0.273, 0.281, 0.453, 0.260, 0.433, 0.442]}

[5]
{"formula": "C4H7N2O", "method": "the ωB97M-V functional and the def2-TZVPD basis", "charge": 1, "homo_ha": -0.5427, "smiles": "Cc1coc[n+]1N", "e_above_lowest_ev": 2.560, "species": ["C", "C", "C", "C", "N", "N", "O", "H", "H", "H", "H", "H", "H", "H"], "positions_angstrom": [[-1.2998, 0.4356, -1.4820], [-2.1243, -0.3727, 0.2766], [-0.2115, 0.2204, -0.6599], [1.2131, 0.5354, -0.8702], [-0.8573, -0.3340, 0.5478], [-0.3253, -0.6310, 1.8155], [-2.4214, 0.0260, -0.8691], [-1.3476, 0.9989, -2.4461], [-2.8135, -0.7757, 0.9367], [1.6501, -0.0777, -1.6207], [1.1643, 1.5714, -1.1496], [1.6613, 0.3682, 0.0428], [-0.0168, -1.5784, 2.0906], [0.5419, -0.1156, 2.0938]], "nbo_charge": [0.072, 0.452, 0.145, -0.648, -0.143, -0.644, -0.305, 0.265, 0.234, 0.266, 0.262, 0.231, 0.411, 0.402]}

[6]
{"formula": "C4H7N2O", "method": "the ωB97M-V functional and the def2-TZVPD basis", "charge": 1, "homo_ha": -0.5669, "smiles": "C#[N+]N(C)C(C)=O", "e_above_lowest_ev": 4.489, "species": ["C", "C", "C", "C", "N", "N", "O", "H", "H", "H", "H", "H", "H", "H"], "positions_angstrom": [[-1.0446, 1.2774, -1.6369], [0.3174, -0.3809, 1.1223], [-0.4630, 0.6959, 1.8505], [1.0616, -1.1832, -1.1659], [-0.4889, 0.4794, -1.0231], [0.1125, -0.3405, -0.3281], [1.0535, -1.2012, 1.5545], [-1.6578, 1.7430, -2.3719], [-1.5521, 0.8405, 1.3691], [0.0535, 1.6488, 1.8498], [-0.4831, 0.6954, 2.8885], [0.5118, -2.1331, -1.4733], [1.3117, -0.6096, -1.9291], [2.0033, -1.3559, -0.4936]], "nbo_charge": [0.311, 0.710, -0.749, -0.400, 0.010, -0.252, -0.447, 0.300, 0.238, 0.273, 0.284, 0.246, 0.200, 0.275]}